[1]
C40H59F3InNO5P2SSi as an isolated structure. Source: the OMol25 dataset; level of theory: ωB97M-V/def2-TZVPD.

For the orbital gap, the calculation gives 7.2 eV. The HOMO energy comes out at -0.270 Eh. The calculation puts the energy relative to the best compared isomer or geometry (same formula, charge and spin) at 0.0000 eV.

```
! wB97M-V def2-TZVPD RIJCOSX def2/J DEFGRID3
* xyz 0 1
In 13.14 9.24 9.15
C 13.97 11.17 6.24
Si 14.64 11.21 7.97
C 13.89 12.73 8.87
C 14.74 13.75 9.39
C 14.27 14.99 9.86
C 12.87 15.21 9.85
C 12.00 14.17 9.48
C 12.48 12.91 8.98
P 11.32 11.50 8.79
C 10.17 11.83 10.22
C 9.04 10.87 10.37
C 8.03 11.36 11.44
C 8.72 11.48 12.81
C 10.06 12.30 12.81
C 10.93 12.01 11.55
C 10.31 12.06 7.24
C 8.85 12.53 7.40
C 7.83 11.60 6.73
C 7.96 11.48 5.21
C 9.46 11.39 4.81
C 10.36 11.05 6.05
C 16.58 11.63 7.81
C 16.86 12.84 7.11
C 18.07 13.48 7.00
C 19.21 12.86 7.58
C 19.05 11.64 8.28
C 17.76 11.02 8.36
P 17.61 9.41 9.07
C 19.24 8.49 8.43
C 19.19 7.03 8.95
C 18.16 6.11 8.26
C 18.28 6.16 6.69
C 18.15 7.60 6.19
C 19.26 8.45 6.90
C 17.92 9.90 10.89
C 16.93 10.97 11.39
C 16.86 10.94 12.93
C 18.26 11.24 13.54
C 19.39 10.30 12.91
C 19.34 10.19 11.40
H 13.17 11.88 6.15
H 13.59 10.20 5.93
H 14.75 11.48 5.56
H 15.81 13.55 9.41
H 14.96 15.79 10.17
H 12.46 16.17 10.16
H 10.95 14.35 9.60
H 9.68 12.84 9.98
H 9.47 9.89 10.66
H 8.51 10.60 9.47
H 7.18 10.68 11.47
H 7.62 12.33 11.26
H 8.88 10.44 13.19
H 8.05 11.97 13.53
H 10.66 11.97 13.66
H 9.84 13.39 12.99
H 11.52 11.10 11.74
H 11.64 12.84 11.47
H 10.90 12.96 6.87
H 8.85 13.57 7.00
H 8.51 12.62 8.48
H 6.86 11.89 7.03
H 7.97 10.60 7.11
H 7.54 12.40 4.74
H 7.47 10.62 4.73
H 9.85 12.34 4.38
H 9.60 10.58 4.08
H 11.40 11.06 5.67
H 10.20 9.98 6.31
H 16.00 13.34 6.68
H 18.12 14.45 6.50
H 20.16 13.31 7.45
H 19.92 11.09 8.64
H 20.16 9.05 8.86
H 18.90 7.05 10.00
H 20.16 6.57 8.73
H 17.16 6.38 8.57
H 18.33 5.08 8.65
H 17.54 5.53 6.20
H 19.23 5.68 6.42
H 17.17 8.01 6.40
H 18.26 7.70 5.11
H 19.34 9.44 6.44
H 20.20 7.99 6.54
H 17.64 8.94 11.41
H 15.91 10.84 11.02
H 17.12 12.00 10.99
H 16.58 9.94 13.16
H 16.04 11.56 13.28
H 18.24 11.14 14.67
H 18.53 12.28 13.35
H 19.15 9.30 13.26
H 20.35 10.58 13.27
H 20.05 9.45 11.11
H 19.73 11.14 10.97
N 12.62 8.67 11.46
C 13.46 7.42 11.60
C 14.85 7.54 10.91
O 15.86 7.24 11.56
O 14.88 8.06 9.70
H 12.92 9.38 12.12
H 11.64 8.50 11.67
H 12.96 6.56 11.06
H 13.57 7.22 12.65
F 9.05 6.39 8.13
C 9.58 7.20 7.22
F 9.15 6.81 6.01
F 8.97 8.42 7.46
S 11.46 7.23 7.50
O 12.01 8.34 6.69
O 11.99 5.90 7.23
O 11.69 7.60 9.00
*
```

---

[2]
A 10-piece molecular cluster, C40H59FN10P overall. Source: the OMol25 dataset; level of theory: ωB97M-V/def2-TZVPD.

For the orbital gap, the calculation gives 6.5 eV. The HOMO energy comes out at -0.156 Eh.

```
! wB97M-V def2-TZVPD RIJCOSX def2/J DEFGRID3
* xyz -1 1
C 4.34 -0.75 1.53
C 3.42 -0.04 0.54
C 2.53 -0.96 -0.26
F 1.94 -0.12 -1.27
P 1.18 -2.08 0.61
C 0.74 -0.76 1.96
N 0.22 0.47 1.34
H 3.86 -0.94 2.49
H 4.66 -1.71 1.14
H 5.23 -0.14 1.71
H 4.05 0.52 -0.17
H 2.82 0.72 1.05
H 3.16 -1.66 -0.81
H 0.09 -1.46 -0.21
H 1.39 -3.07 -0.46
H 2.29 -2.67 1.40
H 0.23 -3.00 1.25
H 1.56 -0.54 2.64
H -0.04 -1.23 2.56
H 0.14 0.35 0.34
H 0.79 1.28 1.54
N 8.25 1.49 -0.28
C 7.96 1.50 1.06
C 6.81 2.22 1.24
C 6.38 2.66 -0.05
C 7.29 2.20 -0.96
H 9.03 1.03 -0.70
H 8.58 0.97 1.77
H 6.31 2.39 2.17
H 5.50 3.23 -0.26
H 7.33 2.29 -2.03
N 0.50 -2.48 -4.67
C 0.28 -2.20 -3.34
C -0.55 -3.17 -2.85
C -0.85 -4.06 -3.92
C -0.19 -3.61 -5.03
H 1.10 -1.94 -5.26
H 0.74 -1.36 -2.85
H -0.89 -3.22 -1.83
H -1.48 -4.93 -3.87
H -0.14 -4.00 -6.03
N -3.33 -5.22 2.42
C -3.16 -6.05 3.49
C -2.11 -5.56 4.23
C -1.64 -4.39 3.57
C -2.41 -4.21 2.46
H -4.02 -5.33 1.70
H -3.78 -6.91 3.64
H -1.73 -5.99 5.14
H -0.82 -3.76 3.87
H -2.37 -3.45 1.69
N -0.54 -1.52 -8.08
C -0.37 -0.48 -8.95
C -1.27 -0.64 -9.97
C -2.01 -1.82 -9.70
C -1.54 -2.34 -8.53
H -0.02 -1.67 -7.24
H 0.36 0.28 -8.77
H -1.39 0.03 -10.81
H -2.81 -2.24 -10.30
H -1.82 -3.22 -7.97
N -1.15 3.12 2.16
C -0.31 4.19 2.18
C -1.05 5.31 2.46
C -2.40 4.88 2.62
C -2.42 3.52 2.42
H -0.86 2.16 1.97
H 0.75 4.08 1.99
H -0.67 6.32 2.55
H -3.25 5.51 2.81
H -3.23 2.82 2.43
N 3.65 5.51 -0.94
C 4.34 6.68 -0.78
C 3.51 7.58 -0.18
C 2.26 6.93 0.04
C 2.38 5.65 -0.44
H 4.01 4.67 -1.35
H 5.37 6.76 -1.10
H 3.76 8.59 0.09
H 1.38 7.34 0.50
H 1.68 4.84 -0.47
N 0.08 -8.02 -1.40
C -0.31 -7.85 -0.09
C -1.34 -6.95 -0.08
C -1.58 -6.56 -1.42
C -0.68 -7.23 -2.21
H 0.84 -8.60 -1.70
H 0.19 -8.37 0.71
H -1.84 -6.60 0.81
H -2.31 -5.84 -1.76
H -0.51 -7.20 -3.27
N -2.74 -0.40 1.38
C -2.88 -1.08 0.20
C -4.23 -1.22 -0.05
C -4.92 -0.59 1.02
C -3.97 -0.10 1.89
H -1.85 -0.16 1.79
H -2.01 -1.40 -0.35
H -4.66 -1.70 -0.91
H -5.99 -0.52 1.15
H -4.07 0.42 2.82
N -4.66 5.96 5.31
C -4.97 5.79 6.63
C -5.72 6.86 7.04
C -5.87 7.72 5.91
C -5.20 7.13 4.87
H -4.11 5.33 4.76
H -4.63 4.92 7.17
H -6.12 7.01 8.03
H -6.40 8.65 5.87
H -5.07 7.45 3.85
*
```

---

The calculation returns the following E values, one per record and in order: -3850.682267, -2548.209095 Ha.
The calculation returns the following LUMO values, one per record and in order: -0.19, 2.22 eV.